[1]
A molecular structure, C37H69AsN10PSeSi2Sn. Source: OMol25; level of theory: wB97M-V/def2-TZVPD.

Last column: Mulliken charge in e.
Geometry (Å):
Sn: 0.0899 -0.0609 0.2331  1.62
C: 0.8150 4.7002 0.6725  -0.93
C: 0.6925 3.2829 0.0712  -0.56
N: 0.0580 2.3643 1.0388  0.63
C: -1.3158 2.8212 1.3255  0.20
C: -1.3015 4.2701 1.8638  -1.15
N: 0.1326 4.6938 2.0106  0.01
C: 0.8401 3.7600 2.9451  -1.02
C: 0.8360 2.3633 2.2931  1.22
H: 0.3285 5.4568 0.0604  0.36
H: 1.8486 4.9978 0.8390  0.31
H: 1.6738 2.8856 -0.1873  0.37
H: 0.0896 3.2984 -0.8346  0.59
H: -1.7756 2.1296 2.0303  0.08
H: -1.8943 2.7751 0.4081  -0.24
H: -1.7718 4.3606 2.8408  0.37
H: -1.7788 4.9709 1.1815  0.33
H: 0.1638 5.6373 2.3986  0.30
H: 0.3043 3.7862 3.8920  0.40
H: 1.8478 4.1416 3.1019  0.37
H: 0.4058 1.6239 2.9646  -0.23
H: 1.8492 2.0471 2.0567  -0.86
C: 4.2181 1.5905 2.6909  -1.16
Si: 4.2441 -0.0036 1.7038  0.52
C: 4.1433 -1.4619 2.8547  -0.68
C: 5.7622 0.0190 0.6311  -1.14
As: 2.6528 -0.0039 -0.1381  -0.32
Si: 2.9858 -2.1888 -1.1187  0.90
C: 4.3792 -1.9539 -2.3344  -1.29
C: 1.4349 -2.5612 -2.1186  -0.03
C: 3.4323 -3.5313 0.1025  -1.03
H: 5.2410 1.7252 3.0546  0.53
H: 3.5724 1.5444 3.5706  0.32
H: 3.9830 2.4784 2.0992  0.28
H: 4.7520 -1.2829 3.7444  0.54
H: 4.5096 -2.3736 2.3846  0.37
H: 3.1177 -1.6304 3.1773  -0.09
H: 6.6200 0.1046 1.3064  0.44
H: 5.7860 0.8780 -0.0407  0.33
H: 5.9058 -0.8886 0.0462  0.26
H: 4.2854 -1.0443 -2.9294  0.36
H: 4.3464 -2.8018 -3.0268  0.40
H: 5.3662 -1.9664 -1.8738  0.43
H: 1.4657 -2.0339 -3.0720  0.50
H: 0.4880 -2.3153 -1.6300  -0.98
H: 1.4097 -3.6279 -2.3613  0.67
H: 4.5200 -3.5897 0.1833  0.48
H: 3.0915 -4.5038 -0.2629  0.48
H: 3.0272 -3.3816 1.1021  -0.06
N: -1.7991 -0.1962 0.2792  0.88
P: -3.1878 -0.8085 0.7689  -1.44
N: -4.3737 0.3298 0.6069  1.27
C: -5.7660 -0.1172 0.8435  -1.09
C: -6.5880 0.9991 1.4755  -0.71
C: -6.5251 2.2726 0.6386  -0.99
C: -5.0734 2.6661 0.3755  -0.76
C: -4.3305 1.4983 -0.2602  0.89
N: -3.3825 -1.3069 2.3395  0.97
C: -2.5833 -2.3936 2.9193  0.98
C: -3.3578 -3.1117 4.0151  -1.27
C: -3.7772 -2.1288 5.1033  -0.89
C: -4.4951 -0.9318 4.4912  -0.98
C: -3.6606 -0.3028 3.3840  -0.37
N: -3.6441 -2.0790 -0.1836  0.16
C: -3.6731 -1.7546 -1.6268  -0.36
C: -2.7356 -2.6725 -2.3948  -0.15
C: -3.2297 -4.1265 -2.2988  -0.93
C: -4.0700 -4.3370 -1.0322  -1.14
C: -3.5282 -3.5132 0.1250  0.08
H: -5.7535 -1.0025 1.4759  0.50
H: -6.2089 -0.4080 -0.1170  0.51
H: -6.2163 1.2012 2.4848  0.20
H: -7.6198 0.6628 1.5825  0.42
H: -7.0662 3.0826 1.1269  0.48
H: -7.0193 2.1003 -0.3227  0.34
H: -4.5856 2.9304 1.3232  0.17
H: -5.0264 3.5363 -0.2835  0.46
H: -3.2943 1.7398 -0.4566  -1.64
H: -4.8029 1.2642 -1.2252  0.36
H: -1.6858 -1.9508 3.3611  -0.50
H: -2.2705 -3.0914 2.1478  -0.25
H: -2.7310 -3.9018 4.4360  0.43
H: -4.2347 -3.5958 3.5771  0.37
H: -2.8839 -1.7834 5.6373  0.20
H: -4.4099 -2.6208 5.8411  0.57
H: -4.7226 -0.1803 5.2492  0.43
H: -5.4477 -1.2538 4.0608  0.28
H: -2.7017 0.0551 3.7992  0.08
H: -4.1733 0.5472 2.9455  0.42
H: -3.3852 -0.7111 -1.7646  0.04
H: -4.6953 -1.8560 -2.0018  0.35
H: -1.7340 -2.5711 -1.9605  -0.38
H: -2.6638 -2.3518 -3.4352  0.67
H: -2.3781 -4.8103 -2.2999  0.35
H: -3.8266 -4.3788 -3.1750  0.39
H: -4.0746 -5.3886 -0.7458  0.42
H: -5.1120 -4.0614 -1.2048  0.42
H: -2.4792 -3.8035 0.2918  -0.06
H: -4.0875 -3.7243 1.0370  0.10
C: -0.5601 1.5199 -4.6510  -0.67
C: -1.5305 1.6717 -3.6693  -1.15
C: -1.2418 1.2680 -2.3826  -0.06
N: -0.0563 0.7548 -2.0199  0.65
C: 0.8750 0.6159 -2.9734  -0.65
C: 0.6627 0.9784 -4.2904  -1.01
H: -0.7548 1.8153 -5.6733  0.48
H: -2.5047 2.0805 -3.8992  0.58
H: -1.9834 1.3072 -1.6030  0.27
H: 1.8321 0.2279 -2.6562  0.59
H: 1.4532 0.8392 -5.0144  0.52
Se: 0.6223 -0.9584 4.6269  0.23
N: 0.6415 -2.7117 4.7367  -0.80
C: 0.5911 -3.1829 3.5069  0.43
C: 0.4625 -4.5607 3.1513  -1.00
C: 0.2695 -4.8387 1.8399  -1.21
C: 0.2619 -3.7847 0.8713  -0.78
N: 0.4515 -2.5190 1.1309  1.54
C: 0.5643 -2.1956 2.4581  -0.52
N: 0.5674 -0.9333 2.8434  0.41
H: 0.4851 -5.3217 3.9203  0.58
H: 0.1361 -5.8541 1.4930  0.57
H: 0.1388 -4.0504 -0.1741  0.49

Largest force on an atom (hartree/bohr): 0.013
ΔE to the lowest compared entry with this formula, charge and spin (eV): 0.000
Net charge: +3
Electronic energy (Eh): -7769.93788

[2]
9 unconnected molecules or ions with the total composition C37H69BN8OP in a non-equilibrium geometry. Source: OMol25; level of theory: wB97M-V/def2-TZVPD.

Last column: Mulliken charge in e.
Geometry (Å):
C: 0.6460 0.4158 1.1039  -0.93
C: 0.4467 0.9141 -0.3052  0.30
C: 0.2959 2.5067 -0.7122  -0.16
P: -0.7862 3.3003 0.6893  0.05
B: -2.6435 2.8518 0.5769  0.57
O: -3.5599 3.5432 1.5434  -0.69
C: -3.3454 1.8178 -0.4912  -0.04
C: -4.1989 0.5975 0.2666  -0.87
H: -0.3111 0.0057 1.6438  0.28
H: 1.6692 0.3997 1.6723  0.23
H: 0.3492 0.1093 -1.1497  0.18
H: 1.3362 3.0787 -0.7687  0.51
H: -0.2669 2.5327 -1.7497  -0.27
H: -0.6862 4.7652 0.6298  0.21
H: -0.1954 2.9343 1.9843  0.13
H: -3.9403 2.7924 2.0967  0.35
H: -4.1064 2.4622 -1.1377  0.23
H: -2.5504 1.4011 -1.2603  -0.04
H: -5.2412 1.0089 0.6288  0.25
H: -4.4076 -0.2673 -0.5107  0.25
H: -3.6322 0.1675 1.2090  0.26
C: 0.1427 -0.8130 6.1709  -1.27
C: 0.7228 0.5422 5.7790  -0.11
C: -0.3477 1.5430 5.3393  -0.40
C: -1.0858 1.0047 4.1244  0.28
N: -1.6981 0.5581 3.1166  -0.57
H: -0.3579 -1.2978 5.3268  0.35
H: 0.9394 -1.4851 6.5049  0.34
H: -0.5806 -0.7088 6.9877  0.33
H: 1.4501 0.3964 4.9709  0.05
H: 1.2697 0.9553 6.6337  0.31
H: 0.1166 2.5010 5.0825  0.29
H: -1.0650 1.7194 6.1481  0.38
C: -3.2140 8.2172 -0.8489  -1.16
C: -3.4030 7.2736 -2.0324  -0.62
C: -2.5789 5.9905 -1.9078  0.43
C: -1.0998 6.3346 -1.8423  0.16
N: 0.1273 6.6200 -1.7879  -0.52
H: -2.1782 8.5615 -0.7678  0.37
H: -3.8426 9.1054 -0.9670  0.35
H: -3.4895 7.7268 0.0918  0.27
H: -3.1312 7.8022 -2.9543  0.33
H: -4.4637 7.0116 -2.1122  0.34
H: -2.7594 5.3428 -2.7722  0.32
H: -2.8609 5.4382 -1.0049  -0.24
C: 4.7864 0.0772 3.5107  -1.09
C: 5.7373 -0.7362 4.3830  -0.36
C: 5.0711 -1.2681 5.6535  -0.26
C: 4.5739 -0.1059 6.4977  0.23
N: 4.1614 0.8582 7.1980  -0.57
H: 4.4276 0.9720 4.0292  0.39
H: 5.2967 0.4119 2.6020  0.40
H: 3.9177 -0.5213 3.2135  0.05
H: 6.5981 -0.1103 4.6484  0.34
H: 6.1207 -1.5803 3.7994  0.24
H: 5.7889 -1.8547 6.2366  0.30
H: 4.2263 -1.9182 5.4018  0.29
C: 3.0975 -4.5896 -1.0757  -1.21
C: 2.0469 -3.4962 -0.9105  -0.56
C: 2.5340 -2.3279 -0.0510  0.66
C: 2.8835 -2.8260 1.3419  0.17
N: 3.1735 -3.2392 2.4975  -0.57
H: 3.3617 -5.0448 -0.1159  0.33
H: 2.7164 -5.3886 -1.7194  0.36
H: 4.0109 -4.1905 -1.5315  0.31
H: 1.1454 -3.9349 -0.4655  0.35
H: 1.7668 -3.1200 -1.9005  0.34
H: 1.7512 -1.5660 0.0255  -0.58
H: 3.4182 -1.8625 -0.4998  0.40
C: 10.4803 -2.4769 5.9501  -1.14
C: 9.6963 -3.5166 5.1557  -0.35
C: 9.7221 -3.2571 3.6481  -0.36
C: 9.0988 -1.9033 3.3494  0.32
N: 8.5817 -0.7802 3.1016  -0.54
H: 10.0544 -1.4751 5.8354  0.34
H: 10.4583 -2.7183 7.0174  0.32
H: 11.5277 -2.4456 5.6288  0.31
H: 8.6595 -3.5284 5.5135  0.21
H: 10.1172 -4.5081 5.3556  0.32
H: 9.1588 -4.0359 3.1233  0.28
H: 10.7510 -3.2710 3.2727  0.33
C: 1.5126 2.1680 -6.2114  -1.18
C: 0.2783 1.3941 -5.7595  -0.65
C: 0.1744 1.2756 -4.2377  0.02
C: 1.3878 0.5373 -3.6961  0.31
N: 2.3943 -0.0751 -3.2469  -0.57
H: 2.4374 1.6656 -5.9102  0.36
H: 1.5300 2.2521 -7.3026  0.35
H: 1.5169 3.1801 -5.7910  0.29
H: 0.3021 0.3942 -6.2097  0.33
H: -0.6165 1.8979 -6.1413  0.35
H: -0.7324 0.7256 -3.9648  0.36
H: 0.1211 2.2681 -3.7772  0.15
C: -8.4524 -1.8722 -3.6022  -0.81
C: -8.2319 -1.4588 -2.1506  -0.48
C: -7.6776 -0.0393 -2.0139  -0.28
C: -6.3324 0.0565 -2.7151  0.28
N: -5.2165 0.1359 -3.2969  -0.53
H: -7.5139 -1.8872 -4.1653  0.00
H: -8.8753 -2.8807 -3.6501  0.37
H: -9.1454 -1.1874 -4.1043  0.31
H: -7.5460 -2.1730 -1.6788  0.28
H: -9.1845 -1.5245 -1.6137  0.33
H: -7.5505 0.2139 -0.9561  0.21
H: -8.3675 0.6874 -2.4564  0.36
C: -4.0775 -4.9239 -4.7057  -1.11
C: -4.1784 -4.3289 -6.1067  -0.48
C: -5.4553 -3.5125 -6.3159  -0.04
C: -6.6718 -4.4026 -6.1198  0.24
N: -7.6809 -5.1410 -5.9570  -0.50
H: -4.8911 -5.6285 -4.5062  0.36
H: -3.1377 -5.4735 -4.5931  0.32
H: -4.1067 -4.1378 -3.9426  0.27
H: -4.1322 -5.1421 -6.8414  0.30
H: -3.3092 -3.6858 -6.2831  0.31
H: -5.4736 -3.0969 -7.3289  0.31
H: -5.4999 -2.6794 -5.6062  0.03

Largest force on an atom (hartree/bohr): 0.196
Net charge: +1
Electronic energy (Eh): -2330.02553

These records have LUMO values of -8.49 -4.44 eV, in the order they appear.